# 1
Entry from OMol25: a gas-phase ion, C6H7BrN3 (charge +1) in a non-equilibrium geometry (the ωB97M-V functional and the def2-TZVPD basis).

The geometry in XYZ format:
```
17
Properties=species:S:1:pos:R:3
C -1.6448 0.5795 -0.2309
C 0.3744 -2.3466 -1.8820
C -1.3360 -0.0506 -1.3500
C -1.2682 -0.7558 -2.5295
C -0.4821 1.0032 0.7302
C 0.5824 -0.0085 0.5053
N 1.1625 -1.4489 -1.3256
N -0.6729 -1.9249 -2.5402
N 0.8245 -0.1957 -0.9503
Br -1.6936 0.1059 -4.1691
H -2.5043 1.1062 0.0976
H 0.5898 -3.3404 -2.0549
H 0.0509 1.8984 0.4146
H -0.7709 1.2141 1.7247
H 1.3713 0.4616 0.9564
H 0.5106 -1.0510 0.8566
H 1.5971 0.3793 -1.2374
```

Calculated values
Charge: +1
Gap between HOMO and LUMO: 7.83 eV
Lowest unoccupied orbital energy: -6.069 eV
Energy relative to the best compared isomer or geometry (same formula, charge and spin): 304.2 kJ/mol
Spin multiplicity: 1

# 2
Entry from OMol25: C6H7Cl in the gas phase in a non-equilibrium geometry (the ωB97M-V functional and the def2-TZVPD basis).

The geometry in XYZ format:
```
14
Properties=species:S:1:pos:R:3
C 1.3427 -0.6559 0.6418
C -0.1156 -0.2739 0.2130
C -0.0334 0.5313 -0.9600
C -0.3376 0.2557 -2.2283
C -0.8333 0.3121 1.2811
C -1.3709 0.7844 2.2360
H 1.3008 -1.1976 1.5690
H 1.8510 0.3102 0.8232
H 1.7885 -1.2988 -0.1589
H 0.3287 1.5719 -0.7183
H -0.8073 -0.6261 -2.5563
H -0.1292 1.0053 -2.9678
H -1.9629 1.1440 3.0425
Cl -1.0216 -1.8627 -0.2170
```

Calculated values
Gap between HOMO and LUMO: 10.85 eV
Lowest unoccupied orbital energy: 0.800 eV
Energy relative to the best compared isomer or geometry (same formula, charge and spin): 188.1 kJ/mol
Spin multiplicity: 1

# 3
Entry from OMol25: C6H7ClF2N2O2 in the gas phase in a non-equilibrium geometry (the ωB97M-V functional and the def2-TZVPD basis).

The geometry in XYZ format:
```
20
Properties=species:S:1:pos:R:3
C 1.1529 1.4350 0.0668
C -0.6159 -0.1428 -0.4090
C 2.2088 0.3059 -0.1057
C 2.2019 -0.9144 0.4111
C -1.0783 2.0307 0.6907
C -1.8917 -2.0093 -0.0825
N -0.1341 1.1142 0.0506
N -1.2408 -0.8830 0.3825
O 1.6516 2.5062 0.2273
O -0.4156 -0.3340 -1.7479
F 3.2337 0.6848 -0.9178
F 1.2413 -1.3277 1.2199
Cl 3.4791 -1.9808 0.2450
H 0.5110 -0.0816 -2.0663
H -0.6297 3.0040 0.7381
H -2.0134 2.0153 0.2212
H -1.1385 1.6511 1.7354
H -2.9824 -1.8547 -0.2804
H -1.5652 -2.4532 -0.9739
H -1.9748 -2.7658 0.5948
```

Calculated values
Gap between HOMO and LUMO: 10.40 eV
Lowest unoccupied orbital energy: 0.467 eV
Energy relative to the best compared isomer or geometry (same formula, charge and spin): 126.4 kJ/mol
Spin multiplicity: 1

# 4
Entry from OMol25: C6H7ClN2O2S in the gas phase in a non-equilibrium geometry (the ωB97M-V functional and the def2-TZVPD basis).

The geometry in XYZ format:
```
19
Properties=species:S:1:pos:R:3
C 2.7485 0.5042 2.2486
C 2.1844 1.5838 2.7810
C 1.3050 0.2710 -0.3783
C -1.2479 0.6093 -0.1400
C -1.0593 -0.6442 -0.9655
C 0.0820 0.4494 -1.0472
N 2.2821 -0.6159 1.6480
N 1.5253 -0.6045 0.5912
O 3.4928 3.9685 3.4575
O 3.7770 1.8008 4.6363
S 3.5253 2.5546 3.3969
Cl 5.2235 2.2718 2.1743
H 3.7381 0.1010 2.5024
H -1.9499 1.3749 -0.5974
H -1.2723 0.5176 0.9893
H -0.8600 -1.5658 -0.4098
H -1.8065 -0.7269 -1.8526
H 0.2264 1.2058 -1.7460
H 1.2061 -1.5567 0.5815
```

Calculated values
Gap between HOMO and LUMO (alpha / beta): 6.89 / 6.75 eV
Lowest unoccupied orbital energy (alpha / beta): -2.319 / -2.455 eV
Energy relative to the best compared isomer or geometry (same formula, charge and spin): 903.6 kJ/mol
Spin multiplicity: 1

# 5
Entry from OMol25: C6H7ClN4 in the gas phase in a non-equilibrium geometry (the ωB97M-V functional and the def2-TZVPD basis).

The geometry in XYZ format:
```
18
Properties=species:S:1:pos:R:3
C 1.4058 -1.5350 2.3970
C 0.1376 -1.0806 0.8002
C -1.0383 0.0044 -0.7763
C -0.6809 1.2646 -0.1809
C 1.3686 0.9837 0.0846
C -1.8396 -0.0327 -2.0576
N 0.2956 -1.9205 1.7881
N 2.0171 -0.5124 1.8827
N -0.7575 -1.0942 -0.1879
N 1.2323 -0.2267 0.8373
Cl 2.2254 0.7882 -1.3772
H 1.8727 -1.9822 3.2689
H -0.8507 2.1011 -0.6851
H -0.8328 1.3840 0.8789
H 1.6824 1.8811 0.5494
H -1.5470 0.5906 -2.8697
H -2.7692 0.3154 -1.8700
H -1.9214 -0.9288 -2.4826
```

Calculated values
Gap between HOMO and LUMO: 8.33 eV
Lowest unoccupied orbital energy: -0.478 eV
Energy relative to the best compared isomer or geometry (same formula, charge and spin): 180.7 kJ/mol
Spin multiplicity: 1

# 6
Entry from OMol25: a gas-phase ion, C6H7ClNOS (charge +1) in a non-equilibrium geometry (the ωB97M-V functional and the def2-TZVPD basis).

The geometry in XYZ format:
```
17
Properties=species:S:1:pos:R:3
C 1.0768 -2.1558 -0.1185
C 1.2083 -1.9729 -1.4771
C 0.7252 -1.1317 0.7916
C 0.8976 -0.6689 -1.9816
C 0.3754 0.0304 0.1192
C -1.9796 1.9971 0.5000
N 0.3680 0.1970 -1.1635
O -0.5622 0.8507 2.4888
S -0.3923 1.3969 1.2151
Cl 0.8153 2.9281 1.2235
H 1.1798 -3.1147 0.3641
H 1.5150 -2.8650 -2.0155
H 0.7228 -1.2464 1.9110
H 1.0025 -0.2987 -2.9481
H -1.9313 2.9440 0.1335
H -2.7623 1.8412 1.2210
H -2.2591 1.2687 -0.2633
```

Calculated values
Charge: +1
Gap between HOMO and LUMO: 9.84 eV
Lowest unoccupied orbital energy: -4.515 eV
Energy relative to the best compared isomer or geometry (same formula, charge and spin): 12.6 kJ/mol
Spin multiplicity: 1